Entry 1:
C32H55N3O10S5 | ωB97M-V/def2-TZVPD

Geometry as XYZ:
```
105
Properties=species:S:1:pos:R:3:forces:R:3:mulliken_charge:R:1
C 4.3330 -3.2578 -3.5030 -1.675 0.162 -1.825 -0.63
C 3.6122 -1.8562 -3.6708 0.701 -0.059 0.070 -0.85
C 2.2039 -2.0453 -3.1305 0.775 0.206 -0.232 -0.39
S 1.6141 -3.5291 -4.0170 2.210 0.951 -1.297 1.11
O 1.5774 -3.2924 -5.4658 -0.905 0.083 1.760 -0.66
O 0.5079 -4.0584 -3.2598 0.045 -0.471 -0.226 -0.63
C 3.2621 -4.3941 -3.9004 -0.747 0.355 1.943 -0.38
H 4.5407 -3.5179 -2.4651 0.395 0.651 -0.083 0.29
H 5.2269 -3.2054 -4.1246 0.002 -0.562 0.205 0.34
H 3.6244 -1.4232 -4.6711 -0.256 -0.931 -0.516 0.40
H 4.2035 -1.0670 -3.2065 -0.222 -0.174 0.931 0.39
H 1.5333 -1.1884 -3.1954 -0.068 -0.190 -0.350 0.49
H 2.3704 -2.2753 -2.0781 -0.637 -0.398 0.171 0.09
H 3.2630 -5.1403 -4.6949 0.607 0.743 -0.495 0.44
H 3.1924 -4.9935 -2.9926 -0.169 -0.246 0.055 0.00
C -3.3157 -0.0233 -5.2870 -0.826 0.897 -1.163 -0.69
C -3.9497 0.9599 -4.2969 -0.158 0.180 0.621 -0.26
C -4.5627 2.1507 -5.0795 0.513 0.137 2.228 -0.67
S -3.3536 2.6328 -6.2017 1.536 0.339 -2.045 0.98
O -2.2398 3.3622 -5.5692 -1.301 -1.209 -0.299 -0.75
O -3.9909 3.2834 -7.3392 0.606 -0.674 0.754 -0.67
C -2.8695 0.8685 -6.5975 -0.830 -0.448 1.131 -0.74
H -4.1433 -0.6990 -5.5031 0.416 -0.289 -0.893 0.29
H -2.5592 -0.5987 -4.7533 0.309 0.181 -0.593 0.33
H -3.1583 1.0591 -3.5539 -0.005 1.675 -0.041 -0.01
H -4.7432 0.5952 -3.6447 -0.165 -0.718 -0.436 0.52
H -4.7008 3.0354 -4.4579 -0.263 -0.020 0.165 0.38
H -5.5022 1.9172 -5.5803 0.248 -0.161 -0.133 0.34
H -1.8585 0.7835 -6.9959 0.114 0.127 0.605 0.47
H -3.5142 0.6405 -7.4463 -0.177 -0.053 0.130 0.33
C 4.0228 4.7620 1.2889 0.867 0.981 -2.975 -0.71
C 3.7525 3.5353 2.0068 -0.754 -2.600 2.047 0.03
C 4.5123 2.3204 1.4305 -0.505 -0.411 -0.159 -0.83
S 4.1141 2.4538 -0.3541 -1.104 2.464 -2.215 0.98
O 2.7944 1.9700 -0.8928 2.722 0.505 2.179 -0.48
O 5.3072 2.1547 -1.1187 -0.285 -0.900 0.253 -0.73
C 4.1361 4.3445 -0.2741 0.074 0.551 1.828 -0.69
H 4.9758 5.1897 1.6004 0.125 -0.062 -0.085 0.32
H 3.2865 5.5445 1.4723 -0.184 -0.219 -0.191 0.33
H 2.7055 3.2354 1.9635 -0.259 0.222 -0.152 -0.17
H 3.9186 3.6959 3.0721 0.245 -0.418 0.148 0.43
H 4.2461 1.3174 1.7642 -0.780 0.194 0.243 0.43
H 5.5944 2.2817 1.5552 0.122 0.716 -0.514 0.36
H 3.4372 4.9356 -0.8659 -0.315 -0.812 -0.212 0.33
H 5.1427 4.6061 -0.6005 -0.078 -0.322 -0.193 0.37
C -5.0662 -2.7609 6.2657 1.297 0.355 -1.234 -0.68
C -5.4048 -2.5953 4.6819 -1.080 -1.075 2.737 -0.77
C -4.2507 -2.1129 3.9167 2.256 -0.530 -0.159 -0.36
S -2.7108 -2.8073 4.8150 -1.547 -1.722 1.242 1.14
O -1.7901 -1.8344 5.3648 -0.515 0.029 -0.617 -0.63
O -2.1582 -3.9274 4.0500 0.074 0.653 -0.085 -0.67
C -3.6859 -3.5644 6.3128 -0.770 1.670 -1.226 -0.76
H -5.8565 -3.2083 6.8685 0.041 -0.372 -0.428 0.40
H -4.9547 -1.7581 6.6779 0.320 0.049 0.035 0.29
H -6.2791 -1.9727 4.4920 0.002 0.049 0.292 0.39
H -5.6563 -3.5989 4.3391 -0.108 -0.028 -0.081 0.29
H -4.0923 -1.0398 3.8094 -0.135 -0.170 -0.033 0.41
H -4.2703 -2.6705 2.9804 0.584 0.682 -0.257 0.25
H -2.9886 -3.3815 7.1304 -0.393 0.201 0.135 0.41
H -3.8712 -4.6343 6.2173 0.241 0.100 -0.447 0.32
C 0.2656 0.2349 -0.0052 1.826 0.472 -0.091 -0.20
C -0.3986 1.5558 0.2029 -3.421 0.652 -0.177 0.02
C -1.7906 1.2407 0.8921 0.786 -2.332 -0.169 -0.98
S -2.4052 -0.4152 0.2119 3.203 3.390 1.024 0.87
O -3.0779 -0.1220 -1.0144 -0.742 -0.793 -0.807 -0.51
O -2.9988 -1.0719 1.3450 -0.366 -1.020 -0.407 -0.49
C -0.6303 -0.9460 -0.1577 -1.080 -0.886 0.328 -0.29
H 0.9830 0.0984 0.8040 0.046 -0.319 0.007 0.04
H 0.8423 0.2898 -0.9285 0.337 0.229 0.250 0.20
H -0.6120 1.9670 -0.7837 0.231 0.594 0.253 0.15
H 0.1178 2.2590 0.8563 0.286 -0.077 -0.436 -0.01
H -2.6944 1.8486 0.9355 0.506 0.500 -0.271 0.63
H -1.5320 0.8634 1.8815 -0.271 0.450 0.443 0.24
H -0.5238 -1.3117 -1.1790 -0.617 -0.402 0.193 0.44
H -0.2949 -1.6672 0.5875 -0.606 -0.468 -0.212 -0.09
N -0.9251 4.4338 -3.1802 -0.066 -0.924 0.648 0.18
C 0.1858 5.2420 -3.0971 -1.329 0.401 1.447 -0.63
C 0.2135 5.6425 -1.7871 -0.382 1.201 2.047 -0.61
C -0.8306 5.0602 -0.9983 -0.768 -2.220 -2.822 -0.39
C -1.5168 4.2135 -1.9216 1.684 2.076 -0.190 -0.45
H -1.2819 4.0448 -4.0412 -0.008 -0.209 -0.001 0.27
H 0.7905 5.6681 -3.8840 -0.410 -0.487 -0.315 0.42
H 0.6530 6.5181 -1.3326 1.027 -0.126 -0.462 0.47
H -1.0694 5.1346 0.0523 0.206 0.235 -0.110 0.49
H -2.3557 3.5451 -1.7952 0.031 0.090 -0.188 0.50
N 1.6602 -6.0562 2.8591 -1.708 -0.033 0.236 0.04
C 2.2180 -6.7540 1.7811 1.420 0.859 2.965 -0.40
C 2.3037 -5.8343 0.7917 -0.927 0.977 -3.447 -0.38
C 1.3860 -4.8342 1.0280 0.185 0.606 0.638 0.03
C 1.0112 -4.9309 2.4303 1.108 -2.041 -0.300 -0.50
H 1.5579 -6.4334 3.7904 -0.142 -0.073 -0.031 0.26
H 2.7374 -7.6835 1.9621 -0.234 -0.130 -0.202 0.38
H 2.8057 -5.8890 -0.1630 -0.034 -0.519 0.074 0.36
H 1.0322 -4.1087 0.3105 0.090 0.134 0.159 0.58
H 0.3483 -4.3899 3.0893 -0.105 0.303 -0.054 0.60
N 2.1402 1.6094 5.6442 -2.209 -0.765 -1.385 0.09
C 1.4710 2.7327 5.2873 0.759 2.111 -1.184 -0.93
C 0.7919 2.5458 4.0501 0.833 1.284 2.384 -0.31
C 0.9083 1.2039 3.8154 -0.316 -2.008 -1.161 0.78
C 1.6595 0.6242 4.7817 2.245 -0.882 1.514 -1.54
H 2.8127 1.5034 6.3902 -0.491 -0.001 -0.081 0.20
H 1.7439 3.6109 5.8535 -0.418 0.334 -0.287 0.40
H 0.3154 3.2084 3.3428 -0.086 0.427 0.654 0.55
H 0.4658 0.7114 2.9622 0.034 -0.257 0.170 0.29
H 2.0031 -0.3659 5.0424 -0.336 -0.219 -0.658 0.40
```
Positions in Å, forces in eV/Å.

Results
2S+1	2
LUMO energy (spin up / spin down)	-3.6 / -7.3	eV
E_HOMO (spin up / spin down)	-9.3109 / -9.3109	eV
total charge	+1
orbital gap (spin up / spin down)	0.2099 / 0.0722	hartree


Entry 2:
C32H55N4OP2Pb | ωB97M-V/def2-TZVPD

Geometry as XYZ:
```
95
Properties=species:S:1:pos:R:3:forces:R:3:mulliken_charge:R:1
C 2.6629 0.1839 -1.7976 0.357 0.191 -0.471 -0.49
C 2.2177 2.1709 -0.5932 -1.118 0.151 0.437 0.36
C 3.8307 0.7208 -2.3382 -0.478 -1.098 0.045 -0.87
C 3.4635 2.6967 -1.0285 0.517 -0.244 -0.386 -1.09
C 4.2546 1.9809 -1.9080 -0.413 0.673 0.651 -0.77
H 4.3908 0.1194 -3.0497 0.054 0.204 0.168 0.50
H 3.7131 3.6943 -0.6784 0.178 -0.184 -0.156 0.49
H 5.2007 2.3888 -2.2579 -0.211 -0.018 0.023 0.40
N 1.8766 0.8843 -0.9680 -0.134 -0.084 0.062 0.87
P 1.3582 -2.2138 -0.9078 0.513 -0.092 -0.369 -0.10
P -0.3929 2.6424 0.3899 0.273 -0.163 -0.625 0.75
C 2.2313 -1.2360 -2.2100 0.117 0.029 -0.349 -0.79
H 1.5585 -1.1636 -3.0814 0.220 0.015 0.320 0.63
H 3.1158 -1.8035 -2.5308 -0.157 0.292 -0.129 0.38
C 1.3226 2.9657 0.1851 0.579 -0.173 0.246 -1.19
H 1.7392 3.8911 0.5966 -0.125 -0.200 -0.370 0.08
C -1.3443 3.5345 -0.9995 -0.028 0.152 0.715 2.19
C -0.9065 3.2137 2.1237 0.004 0.091 -0.578 1.86
C 0.2730 -3.5666 -1.7046 0.444 0.009 0.021 2.45
C 2.7793 -2.8467 0.1560 -0.328 -0.254 -0.241 1.94
C -2.7226 2.8575 -1.1325 -0.020 0.234 -0.062 -1.20
H -3.3156 2.9373 -0.2114 0.142 -0.022 -0.313 0.23
H -3.2859 3.3500 -1.9383 0.007 -0.088 0.112 0.61
H -2.6194 1.7927 -1.3869 -0.002 0.297 0.110 -0.25
C -1.4737 5.0322 -0.6912 -0.302 0.111 -0.442 -1.92
H -2.1138 5.2433 0.1744 0.187 -0.088 -0.226 0.29
H -0.4905 5.4983 -0.5386 -0.217 -0.156 -0.012 0.38
H -1.9387 5.5189 -1.5623 0.084 0.048 0.178 0.53
C -0.5596 3.3735 -2.3118 0.015 0.024 0.133 -1.61
H -1.1284 3.8505 -3.1259 0.081 -0.101 0.201 0.55
H 0.4185 3.8689 -2.2515 -0.218 -0.210 0.008 0.33
H -0.4107 2.3171 -2.5720 0.082 0.242 0.093 0.02
C -2.4443 3.1910 2.2366 0.074 0.100 0.218 -1.74
H -2.8578 2.2079 1.9645 0.120 0.235 0.038 0.16
H -2.7231 3.3898 3.2835 0.047 -0.036 -0.243 0.52
H -2.9207 3.9668 1.6206 0.155 -0.282 0.196 0.26
C -0.3141 2.2221 3.1441 -0.028 0.078 0.005 -1.42
H -0.6735 1.1942 2.9875 -0.018 0.207 -0.027 -0.03
H 0.7834 2.2267 3.1238 -0.225 0.006 -0.086 0.26
H -0.6314 2.5258 4.1549 0.089 -0.075 -0.251 0.58
C -0.3555 4.6109 2.4361 -0.201 0.133 0.330 -1.82
H -0.7246 5.3819 1.7501 0.129 -0.250 0.210 0.25
H -0.6880 4.8845 3.4506 0.150 0.022 -0.204 0.54
H 0.7403 4.6233 2.4275 -0.219 -0.022 -0.015 0.35
C 2.1665 -3.5300 1.3954 0.202 -0.056 0.009 -1.22
H 2.9877 -3.9668 1.9833 -0.268 0.040 -0.042 0.54
H 1.6435 -2.7986 2.0347 0.193 -0.400 -0.324 -0.05
H 1.4623 -4.3328 1.1335 0.247 0.239 0.151 0.14
C 3.6339 -1.6504 0.6248 -0.051 -0.096 -0.083 -1.70
H 4.1240 -1.1470 -0.2192 -0.136 -0.044 0.293 0.33
H 3.0467 -0.9201 1.1987 0.237 -0.093 -0.323 0.16
H 4.4236 -2.0384 1.2875 -0.224 0.091 -0.149 0.61
C 3.6869 -3.8098 -0.6216 0.277 -0.284 0.342 -1.62
H 4.6146 -3.9402 -0.0448 -0.125 -0.006 -0.182 0.52
H 3.2399 -4.8035 -0.7332 0.179 0.332 0.010 0.39
H 3.9686 -3.4247 -1.6107 -0.070 -0.111 0.251 0.18
C 0.0670 -3.2750 -3.1997 -0.050 -0.059 -0.077 -1.55
H 1.0083 -3.3446 -3.7664 -0.273 0.073 0.194 0.37
H -0.6167 -4.0342 -3.6147 0.150 0.201 0.137 0.61
H -0.3872 -2.2900 -3.3671 0.218 -0.314 0.045 -0.25
C -1.0860 -3.5082 -0.9697 0.085 -0.065 -0.046 -1.63
H -1.5656 -2.5230 -1.0622 0.147 -0.259 0.023 0.13
H -1.7658 -4.2559 -1.4043 0.144 0.130 0.096 0.60
H -0.9738 -3.7397 0.1011 -0.014 0.078 -0.262 0.27
C 0.8687 -4.9731 -1.5706 -0.298 -0.255 -0.215 -2.00
H 1.8108 -5.0676 -2.1239 -0.280 0.003 0.182 0.39
H 1.0111 -5.2762 -0.5255 0.043 0.062 -0.358 0.34
H 0.1565 -5.6849 -2.0185 0.165 0.128 0.127 0.52
Pb -0.0560 -0.1506 0.2945 0.191 1.130 0.314 1.74
C 1.3257 -0.6765 2.8162 1.188 0.466 2.858 0.11
O 1.7733 -0.4843 3.8499 -0.934 -0.362 -2.126 -0.27
N -1.1323 -0.1599 -2.0523 -1.113 0.146 -2.513 0.32
C -1.6485 -0.0742 -3.0983 0.424 -0.193 1.805 -1.00
C -2.4295 0.0250 -4.3796 0.096 0.024 -0.180 1.91
C -2.1427 1.3818 -5.0308 0.181 0.440 0.136 -1.50
C -2.0026 -1.1055 -5.3233 0.328 -0.392 0.080 -1.78
C -3.9205 -0.1113 -4.0496 -0.241 -0.010 0.501 -1.59
H -2.4504 2.2054 -4.3700 0.155 -0.222 -0.202 0.18
H -1.0732 1.4848 -5.2564 -0.243 0.058 0.073 0.38
H -2.6978 1.4802 -5.9717 0.061 -0.185 0.229 0.48
H -2.2197 -2.0854 -4.8750 0.122 0.227 -0.162 0.37
H -2.5482 -1.0446 -6.2721 0.032 0.150 0.264 0.46
H -0.9282 -1.0407 -5.5477 -0.275 -0.091 0.046 0.36
H -4.5238 -0.0621 -4.9638 0.280 0.019 0.101 0.43
H -4.1210 -1.0762 -3.5641 0.000 0.250 -0.086 0.39
H -4.2488 0.6991 -3.3825 0.065 -0.247 -0.158 0.33
N -3.3729 -2.1946 2.7685 -0.361 0.080 -0.111 -0.06
C -4.3293 -1.4656 2.0583 0.591 -0.197 0.149 -0.72
C -3.6286 -0.6510 1.2159 0.755 -0.643 0.567 -0.73
N -2.2652 -0.8758 1.4038 -0.969 -0.598 0.576 0.71
C -2.1498 -1.8132 2.3430 -0.494 0.722 -0.698 -0.61
H -3.5379 -2.9016 3.4790 -0.114 0.340 -0.306 0.24
H -5.3862 -1.5967 2.2045 0.012 -0.051 0.096 0.42
H -3.9765 0.0663 0.4853 -0.018 -0.108 0.167 0.44
H -1.2199 -2.2357 2.7287 -0.395 0.207 -0.184 0.42
```
Positions in Å, forces in eV/Å.

Results
LUMO energy	-2.1	eV
E_HOMO	-8.2903	eV
total charge	+1
orbital gap	0.2267	hartree


Which value of total charge does entry 2 give?
+1